This record from the OMol25 dataset describes a 2-piece molecular cluster, C4H6NO3 overall at a distorted geometry. The level of theory is the ωB97M-V functional and the def2-TZVPD basis.

Properties
E_LUMO (eV): 2.1

```
! RIJCOSX wB97M-V def2-TZVPD def2/J DEFGRID3
* xyz -1 1
C -1.8525 0.8584 -0.0883
C -1.6914 -0.5012 -0.2475
N -0.3360 -0.9055 -0.6287
C 0.8682 -0.3368 -0.6591
C 2.0647 -0.9216 -0.0634
O 1.8470 -1.9156 0.6685
O 3.1360 -0.3175 -0.2701
O -2.4290 -1.4829 -0.0140
H -2.7910 1.1750 0.3246
H -1.0019 1.4731 -0.3713
H 1.1599 2.4312 1.6158
H -0.3664 -1.9023 -0.3848
H 0.8579 0.2941 -1.5535
H 0.5346 2.0517 1.6719
*
```

***

This record from the OMol25 dataset describes an isolated ion of composition C4H6NO5P and charge -2 at a distorted geometry. The level of theory is the ωB97M-V functional and the def2-TZVPD basis.

Properties
SMILES: CC(=O)O[P@](=O)([O-])/N=C(\C)[O-]
E_LUMO (eV): 6.6

```
! RIJCOSX wB97M-V def2-TZVPD def2/J DEFGRID3
* xyz -2 1
C -1.5276 0.2079 -0.5818
C 2.1502 0.1375 -0.9092
C -2.5225 0.1123 0.6391
C 1.7449 -1.2978 -0.5668
N -0.3329 0.8102 -0.5707
O 0.5966 2.4480 1.5918
O 2.0405 1.1085 0.0216
O -2.0764 -0.2197 -1.6569
O 2.5033 0.3496 -2.0516
O 0.6513 -0.0782 1.8588
P 0.5485 1.0988 0.9508
H -2.0438 -0.2422 1.5952
H -2.9646 1.1965 0.8333
H -3.3577 -0.6587 0.3833
H 1.6986 -1.9559 -1.5693
H 2.2041 -1.7831 0.3174
H 0.6875 -1.2336 -0.2848
*
```

***

This record from the OMol25 dataset describes an isolated ion of composition C4H6NOS and charge +1 at a distorted geometry. The level of theory is the ωB97M-V functional and the def2-TZVPD basis.

Properties
SMILES: CC(=[N+]=O)[C@@H]1CS1
E_LUMO (alpha / beta) (eV): -8.6 / -5.8

```
! RIJCOSX wB97M-V def2-TZVPD def2/J DEFGRID3
* xyz 1 1
C 0.0942 -0.8507 0.2716
C 0.2878 0.6412 0.0963
C -1.2947 -1.3905 0.5362
C 1.2979 1.1944 -0.8432
N -0.6657 1.3168 0.4691
O -1.4666 1.2032 1.2879
S 0.1361 -2.0843 1.3103
H 0.7741 -1.1834 -0.6591
H -2.2073 -0.9564 1.0450
H -1.7301 -2.0502 -0.2551
H 1.1172 2.2220 -1.1310
H 1.3736 0.5957 -1.7183
H 2.2834 1.3421 -0.4096
*
```

***

This record from the OMol25 dataset describes an isolated ion of composition C4H6NOS and charge +1 at a distorted geometry. The level of theory is the ωB97M-V functional and the def2-TZVPD basis.

Properties
E_LUMO (alpha / beta) (eV): -6.3 / -6.3

```
! RIJCOSX wB97M-V def2-TZVPD def2/J DEFGRID3
* xyz 1 1
C 0.1391 -1.1448 -0.0075
C 1.4261 -0.7178 0.0656
C -0.7749 1.1056 -0.2886
C -0.9385 -0.3267 0.0861
N 1.7905 0.4674 0.5124
O -1.4126 1.9860 0.2040
S -2.6180 -0.8541 0.2035
H -0.1633 -2.1294 -0.0121
H 2.1045 -1.4887 -0.2622
H -0.2407 1.1686 -1.1901
H 1.2104 1.2264 0.6683
H 2.7374 0.5668 0.4694
H -3.2599 0.1407 -0.4488
*
```

***

This record from the OMol25 dataset describes an isolated ion of composition C4H6NS and charge +1 at a distorted geometry. The level of theory is the ωB97M-V functional and the def2-TZVPD basis.

Properties
E_LUMO (eV): -6.0

```
! RIJCOSX wB97M-V def2-TZVPD def2/J DEFGRID3
* xyz 1 1
C 0.0635 -2.3102 0.1579
C 0.3483 -3.1149 1.0805
C -0.3403 -0.2262 0.6280
C 0.7738 0.5811 0.2384
N -0.8105 -1.2581 -0.3947
S 0.6807 -1.8822 2.2287
H -1.1477 0.2259 1.0642
H 0.5356 1.3274 -0.5825
H 1.6083 -0.0097 -0.1935
H 1.0897 1.2759 0.9346
H -0.6246 -1.1165 -1.4149
H -1.7802 -1.4268 -0.3843
*
```

***

This record from the OMol25 dataset describes a 2-piece molecular cluster, C4H6O overall at a distorted geometry. The level of theory is the ωB97M-V functional and the def2-TZVPD basis.

Properties
E_LUMO (alpha / beta) (eV): 0.3 / 0.1

```
! RIJCOSX wB97M-V def2-TZVPD def2/J DEFGRID3
* xyz 0 1
C 0.4307 -0.9042 -0.3624
C 1.5241 0.1729 -0.3480
C 1.0677 -0.4023 0.8667
C -2.1144 0.6583 -0.2611
O 2.3369 -0.7763 0.3664
H 0.5579 -1.9485 -0.7169
H 1.8775 1.0852 -0.7493
H 0.9570 -0.1236 1.8789
H -2.2677 0.5326 0.7325
H -2.6268 0.0970 -1.0621
H -1.7429 1.6090 -0.3446
*
```

***

This record from the OMol25 dataset describes the molecule C4H6O at a distorted geometry. The level of theory is the ωB97M-V functional and the def2-TZVPD basis.

Properties
SMILES: COC1=CC1
E_LUMO (eV): 1.0

```
! RIJCOSX wB97M-V def2-TZVPD def2/J DEFGRID3
* xyz 0 1
C -1.3724 0.5975 0.0248
C -1.5876 -0.8657 0.0302
C -0.3186 -0.7621 0.2168
C 1.8352 0.0775 -0.0427
O 0.9479 -1.0325 0.2307
H -1.6315 1.2423 0.9081
H -2.4511 -1.5736 -0.2448
H -1.6647 1.2371 -0.8418
H 1.3251 0.8907 -0.6719
H 2.8211 -0.2297 -0.5966
H 2.0966 0.4187 0.9871
*
```

***

This record from the OMol25 dataset describes the molecule C4H6O at a distorted geometry. The level of theory is the ωB97M-V functional and the def2-TZVPD basis.

Properties
E_LUMO (alpha / beta) (eV): 0.6 / 0.7

```
! RIJCOSX wB97M-V def2-TZVPD def2/J DEFGRID3
* xyz 0 1
C 0.9673 0.2026 0.2335
C 0.2056 -0.4981 1.0425
C 2.0080 0.4872 -1.9253
C -1.2784 -0.2759 1.2571
O 1.6857 0.7965 -0.6713
H 0.6953 -1.4130 1.6966
H 1.3716 -0.1218 -2.5696
H 2.7078 1.0903 -2.4550
H -1.6266 0.1086 2.1263
H -1.7112 -1.3699 1.0137
H -1.7242 0.4763 0.5431
*
```

***

This record from the OMol25 dataset describes C4H6O as an isolated structure at a distorted geometry. The level of theory is the ωB97M-V functional and the def2-TZVPD basis.

Properties
E_LUMO (eV): -0.6

```
! RIJCOSX wB97M-V def2-TZVPD def2/J DEFGRID3
* xyz 0 1
C 0.4711 0.4794 1.1616
C -0.2886 -0.6531 0.4980
C -0.8338 0.1482 -1.1921
O 0.0412 1.0853 -1.3055
C 0.9856 -0.3432 0.0783
H 0.9837 0.3344 2.1197
H 0.1293 1.4942 0.9626
H -0.7550 -1.5247 0.9597
H -1.9037 0.4133 -1.0475
H -0.7450 -0.6639 -1.9530
H 1.9199 -0.7725 -0.2734
*
```

***

This record from the OMol25 dataset describes a 2-piece molecular cluster, C4H6O overall. The level of theory is the ωB97M-V functional and the def2-TZVPD basis.

Properties
SMILES: C1=CC1.C=O
E_LUMO (eV): 0.8

```
! RIJCOSX wB97M-V def2-TZVPD def2/J DEFGRID3
* xyz 0 1
C -1.3782 -0.3902 -0.1121
C -0.5311 0.0868 1.0325
C 1.7399 -0.2287 -0.4872
O 1.3029 -0.1693 -1.6086
C -0.8745 0.9907 0.1747
H -2.4307 -0.6179 0.0648
H -0.9263 -0.9601 -0.9307
H 0.0062 -0.1858 1.9281
H 1.9094 -1.1963 0.0274
H 1.9977 0.6690 0.1067
H -0.8153 2.0019 -0.1954
*
```

***

This record from the OMol25 dataset describes the molecule C4H6O at a distorted geometry. The level of theory is the ωB97M-V functional and the def2-TZVPD basis.

Properties
SMILES: O=C1CCC1
E_LUMO (eV): 0.9

```
! RIJCOSX wB97M-V def2-TZVPD def2/J DEFGRID3
* xyz 0 1
C 0.2244 1.0651 0.4564
C -1.0398 0.2426 0.0181
C -0.1495 -0.8356 -0.5725
C 1.2028 -0.0085 0.0269
H -1.6434 -0.4362 0.7719
H -1.7682 0.7075 -0.7481
H -0.3508 -1.6738 0.2217
H -0.5256 -1.0284 -1.7010
H 1.6013 -0.5186 0.9525
H 2.3180 0.4565 -0.4793
O 0.1309 2.0294 1.0535
*
```

***

This record from the OMol25 dataset describes the molecule C4H6O. The level of theory is the ωB97M-V functional and the def2-TZVPD basis.

Properties
SMILES: O=CC1CC1
E_LUMO (eV): 1.1

```
! RIJCOSX wB97M-V def2-TZVPD def2/J DEFGRID3
* xyz 0 1
O -2.4569 0.9577 0.2222
C -1.3912 0.6095 -0.2206
C -0.1657 0.2983 0.5572
C 0.4670 -1.0329 0.1992
C 1.0808 0.2315 -0.2885
H -1.2331 0.4846 -1.3195
H -0.1347 0.6430 1.5876
H 0.9510 -1.5894 0.9964
H -0.0687 -1.6550 -0.5129
H 2.0271 0.5743 0.1145
H 0.9244 0.4785 -1.3359
*
```

***

This record from the OMol25 dataset describes a 2-piece molecular cluster, C4H6O overall. The level of theory is the ωB97M-V functional and the def2-TZVPD basis.

Properties
SMILES: C1=CC1.C=O
E_LUMO (eV): 1.0

```
! RIJCOSX wB97M-V def2-TZVPD def2/J DEFGRID3
* xyz 0 1
C 0.8165 -0.5303 1.1060
C -0.3441 0.4204 1.1681
C -0.1536 0.5951 -1.8242
O 0.8571 -0.0128 -2.0709
C -0.6344 -0.7942 0.8288
H 1.2612 -0.8979 2.0342
H 1.5180 -0.4726 0.2686
H -0.6581 1.4332 1.3696
H -0.1417 1.6491 -1.4806
H -1.1602 0.1458 -1.9327
H -1.3608 -1.5357 0.5331
*
```

***

This record from the OMol25 dataset describes a 2-piece molecular cluster, C4H6O overall at a distorted geometry. The level of theory is the ωB97M-V functional and the def2-TZVPD basis.

Properties
E_LUMO (eV): 1.2

```
! RIJCOSX wB97M-V def2-TZVPD def2/J DEFGRID3
* xyz 0 1
C 3.0931 0.7308 0.1321
C 0.2276 -1.4145 -0.2464
C -0.2224 -0.3859 0.5598
C 0.2646 0.9001 0.1752
O 3.6368 -0.1397 -0.3002
H 0.8941 -1.1945 -1.0980
H -0.1483 -2.4136 -0.0294
H -0.7258 -0.5207 1.5463
H 0.9402 0.8575 -0.6235
H 0.4703 1.4834 1.0056
H -0.5651 1.5088 -0.1552
*
```

***

This record from the OMol25 dataset describes the molecule C4H6O at a distorted geometry. The level of theory is the ωB97M-V functional and the def2-TZVPD basis.

Properties
SMILES: C=C/C=C/O
E_LUMO (eV): 0.8

```
! RIJCOSX wB97M-V def2-TZVPD def2/J DEFGRID3
* xyz 0 1
C -0.2212 -0.0469 2.1150
C -0.5362 0.3010 0.8069
C 0.1789 -0.2441 -0.3505
C 0.1659 0.3378 -1.5530
O 0.7417 -0.1531 -2.6595
H -0.7732 0.3300 2.9431
H 0.1745 -1.0153 2.3079
H -1.5309 0.8343 0.6193
H 0.3828 -1.3126 -0.1645
H -0.2645 1.3651 -1.6154
H 1.6821 -0.3962 -2.4492
*
```

***

This record from the OMol25 dataset describes the molecule C4H6O at a distorted geometry. The level of theory is the ωB97M-V functional and the def2-TZVPD basis.

Properties
SMILES: OC=C1CC1
E_LUMO (eV): 1.0

```
! RIJCOSX wB97M-V def2-TZVPD def2/J DEFGRID3
* xyz 0 1
O 1.3363 1.1829 0.7098
C 0.2913 -0.9210 -0.0400
C -1.1266 -0.9309 -0.4219
C -0.6646 0.3753 0.0025
C 0.0029 1.4303 0.3914
H 1.8344 1.1686 -0.1130
H 1.0793 -0.9945 -0.8006
H 0.6253 -1.3268 0.9193
H -1.3276 -1.0174 -1.4779
H -1.7928 -1.4346 0.2582
H -0.2579 2.4682 0.5721
*
```

***

This record from the OMol25 dataset describes the molecule C4H6O. The level of theory is the ωB97M-V functional and the def2-TZVPD basis.

Properties
SMILES: C1=CCOC1
E_LUMO (eV): 1.1

```
! RIJCOSX wB97M-V def2-TZVPD def2/J DEFGRID3
* xyz 0 1
C -0.9746 0.7363 0.3308
O 0.3369 0.9662 0.8755
C 1.2583 0.0006 0.3447
C 0.4270 -0.8656 -0.5837
C -0.8266 -0.4268 -0.5676
H -1.7496 0.4966 1.0849
H -1.3785 1.5803 -0.2616
H 1.7287 -0.5907 1.1525
H 2.0943 0.4922 -0.1876
H 0.8482 -1.6965 -1.1466
H -1.7641 -0.6926 -1.0414
*
```

***

This record from the OMol25 dataset describes a 2-piece molecular cluster, C4H6O2 overall. The level of theory is the ωB97M-V functional and the def2-TZVPD basis.

Properties
SMILES: OC1C=C1.C=O
E_LUMO (eV): 0.4

```
! RIJCOSX wB97M-V def2-TZVPD def2/J DEFGRID3
* xyz 0 1
O -0.8543 1.3050 -0.6026
C -1.2012 -0.0411 -0.8238
C -0.2186 -1.1555 -0.7099
C 1.7016 0.6739 0.7548
O 0.9179 0.8598 1.6560
C -1.1077 -1.0677 0.2373
H -0.5853 1.4008 0.3251
H -1.9855 -0.0724 -1.5800
H 0.6654 -1.6477 -1.0931
H 2.5990 0.0417 0.8846
H 1.5389 1.1103 -0.2459
H -1.4702 -1.4071 1.1975
*
```

***

This record from the OMol25 dataset describes the molecule C4H6O2. The level of theory is the ωB97M-V functional and the def2-TZVPD basis.

Properties
SMILES: O=CC[C@H]1CO1
E_LUMO (eV): 1.0

```
! RIJCOSX wB97M-V def2-TZVPD def2/J DEFGRID3
* xyz 0 1
O 1.8959 0.4015 1.4377
C 1.8608 0.2147 0.2454
C 0.6721 -0.3463 -0.4949
C -0.5983 -0.3903 0.3181
C -1.7278 0.5027 0.0531
O -1.7410 -0.8452 -0.3919
H 2.7468 0.4339 -0.3874
H 0.9422 -1.3706 -0.7923
H 0.5257 0.2055 -1.4320
H -0.4935 -0.7968 1.3238
H -2.4323 0.7337 0.8515
H -1.6507 1.2571 -0.7310
*
```

***

This record from the OMol25 dataset describes the molecule C4H6O2. The level of theory is the ωB97M-V functional and the def2-TZVPD basis.

Properties
SMILES: C#C[C@H](O)CO
E_LUMO (eV): 0.8

```
! RIJCOSX wB97M-V def2-TZVPD def2/J DEFGRID3
* xyz 0 1
O -1.3860 -1.2182 -0.4867
C -1.1989 0.1516 -0.7294
C 0.0515 0.6948 -0.0416
O -0.2789 0.7564 1.3451
C 1.2328 -0.1777 -0.1596
C 2.1812 -0.8854 0.0672
H -1.2460 -1.3500 0.4614
H -2.0384 0.7527 -0.3467
H -1.1416 0.2893 -1.8130
H 0.2719 1.7010 -0.4296
H 0.5560 0.8174 1.8286
H 2.9964 -1.5319 0.3042
*
```